(1)
ORCA calculation (ωB97M-V with the def2-TZVPD basis set) on C65H51CrN3P3Se2 as an isolated structure.

Atoms and positions in Å:
Cr  -1.5153  -0.8539  0.0732
Se  4.6618  1.4644  -3.3600
P  2.9586  2.3449  -2.4545
C  1.7765  3.0598  -3.6368
C  0.4670  3.3069  -3.2312
C  -0.4370  3.8654  -4.1220
C  -0.0368  4.1796  -5.4145
C  1.2664  3.9260  -5.8204
C  2.1737  3.3619  -4.9321
C  3.5328  3.7747  -1.4756
C  3.1123  5.0676  -1.7674
C  3.7271  6.1580  -1.1632
C  4.7608  5.9670  -0.2616
C  5.1812  4.6768  0.0393
C  4.5810  3.5903  -0.5734
C  1.9014  1.2058  -1.5672
C  1.3898  0.8692  -0.3132
N  0.4570  -0.0876  -0.5395
N  0.4727  -0.3758  -1.8389
N  1.3238  0.3816  -2.4722
P  1.6458  1.4059  1.3802
Se  -2.5058  1.2634  0.4247
C  1.5290  3.2357  1.2309
C  0.3080  3.6990  0.7294
C  0.0515  5.0615  0.6592
C  0.9906  5.9785  1.1167
C  2.1918  5.5223  1.6397
C  2.4631  4.1597  1.6940
C  3.4314  1.0429  1.6307
C  4.0317  1.4601  2.8242
C  5.3554  1.1542  3.1048
C  6.0987  0.3899  2.2121
C  5.4977  -0.0822  1.0543
C  4.1744  0.2361  0.7681
H  0.1452  3.0366  -2.2312
H  -1.4602  4.0323  -3.8076
H  -0.7483  4.6070  -6.1120
H  1.5742  4.1529  -6.8343
H  3.1890  3.1364  -5.2359
H  2.3039  5.2263  -2.4693
H  3.3947  7.1610  -1.4042
H  5.2425  6.8212  0.2014
H  5.9923  4.5155  0.7397
H  4.9392  2.5920  -0.3736
H  -0.4582  2.9838  0.4111
H  -0.8991  5.3985  0.2605
H  0.7866  7.0424  1.0631
H  2.9320  6.2289  1.9979
H  3.4152  3.8301  2.0868
H  3.4450  2.0232  3.5421
H  5.8048  1.4952  4.0310
H  7.1376  0.1605  2.4214
H  6.0595  -0.6908  0.3551
H  3.7244  -0.1367  -0.1440
C  -1.6696  0.8212  -6.1791
C  -0.7501  -0.0867  -5.6675
C  -0.9647  -0.7012  -4.4433
C  -2.1165  -0.4304  -3.6929
C  -3.0169  0.5079  -4.2111
C  -2.8047  1.1209  -5.4367
C  -2.4560  -1.0467  -2.4025
C  -1.9934  -2.1778  -1.7993
C  -1.0520  -3.1826  -2.3976
C  -1.3934  -3.9081  -3.5371
C  -0.5680  -4.9143  -4.0218
C  0.6277  -5.2093  -3.3831
C  0.9926  -4.4803  -2.2572
C  0.1572  -3.4845  -1.7721
H  -1.4945  1.3003  -7.1362
H  0.1592  -0.3046  -6.2171
H  -0.2120  -1.3625  -4.0441
H  -3.8955  0.7580  -3.6254
H  -3.5215  1.8447  -5.8101
H  -3.2808  -0.5703  -1.8909
H  -2.3150  -3.6712  -4.0575
H  -0.8603  -5.4729  -4.9044
H  1.2728  -5.9929  -3.7629
H  1.9329  -4.6850  -1.7565
H  0.4453  -2.9019  -0.9100
C  -2.4532  -2.4609  -0.4350
C  -3.2599  -3.6360  -0.1983
C  -3.5624  -4.1503  1.0822
C  -4.3964  -5.2388  1.2676
C  -4.9886  -5.8826  0.1844
C  -4.7193  -5.3988  -1.0922
C  -3.8817  -4.3117  -1.2796
H  -3.1294  -3.6828  1.9455
H  -4.5838  -5.5941  2.2767
H  -5.6480  -6.7305  0.3323
H  -5.1792  -5.8736  -1.9544
H  -3.7080  -3.9446  -2.2830
C  0.8110  1.1540  5.5138
C  -0.2545  1.6635  4.7818
C  -0.8898  0.8756  3.8356
C  -0.4927  -0.4458  3.6334
C  0.5794  -0.9488  4.3633
C  1.2332  -0.1493  5.2958
P  -1.4323  -1.4241  2.3842
C  -0.9744  -3.1299  2.9294
C  -1.5712  -3.8012  3.9949
C  -1.2003  -5.1026  4.3055
C  -0.2243  -5.7515  3.5605
C  0.3835  -5.0878  2.5054
C  0.0050  -3.7897  2.1924
C  -3.1172  -1.2107  3.1140
C  -4.2237  -1.2890  2.2701
C  -5.5092  -1.1778  2.7805
C  -5.7088  -0.9694  4.1381
C  -4.6136  -0.8668  4.9849
C  -3.3266  -0.9868  4.4754
H  1.3184  1.7732  6.2456
H  -0.5687  2.6918  4.9233
H  -1.7030  1.2785  3.2323
H  0.9055  -1.9698  4.2170
H  2.0697  -0.5509  5.8557
H  -2.3422  -3.3117  4.5744
H  -1.6854  -5.6169  5.1277
H  0.0533  -6.7726  3.7966
H  1.1407  -5.5872  1.9114
H  0.4619  -3.2795  1.3529
H  -4.0668  -1.4073  1.2057
H  -6.3559  -1.2365  2.1066
H  -6.7133  -0.8757  4.5374
H  -4.7595  -0.6912  6.0454
H  -2.4799  -0.8973  5.1439

Values from the calculation:
Molar mass (g/mol): 1176.982
E_tot (Eh): -9543.25503
2S+1: 4
E_HOMO (spin up / spin down) (eV): -0.8 / -1.1
Gap between HOMO and LUMO (spin up / spin down) (eV): 4.70 / 5.02
Charge: -2

Results of the Mulliken charge analysis, in e, for atoms 1 through 2: 0.66, -0.49

---

(2)
ORCA calculation (ωB97M-V with the def2-TZVPD basis set) on C65H52AsBrHgN3O4P2S as an isolated structure in a non-equilibrium geometry.

Atoms and positions in Å:
Hg  0.0078  -0.3260  0.0582
C  -4.7135  -1.8519  4.3911
C  -4.3256  -3.1841  4.2898
C  -3.1374  -3.5209  3.6636
C  -2.3124  -2.5297  3.1231
C  -2.7159  -1.1987  3.2268
C  -3.9033  -0.8592  3.8607
P  -0.7631  -2.9568  2.2297
C  -0.0827  -4.0441  3.5411
C  0.5969  -5.2350  3.2785
C  1.2432  -5.9230  4.2976
C  1.2572  -5.4242  5.5909
C  0.5932  -4.2346  5.8654
C  -0.0652  -3.5542  4.8553
C  -0.5422  -4.0026  -0.4395
C  0.6829  -4.5363  -0.5269
C  1.5702  -4.6158  -1.6610
C  1.4626  -3.9255  -2.8133
C  0.5432  -2.8609  -3.0775
C  -0.5223  -2.4883  -2.3374
H  -5.6464  -1.5893  4.8766
H  -4.9647  -3.9599  4.6966
H  -2.8415  -4.5591  3.5572
H  -2.0891  -0.4260  2.7915
H  -4.2005  0.1815  3.9284
H  0.5612  -5.6460  2.2808
H  1.7469  -6.8580  4.0776
H  1.7866  -5.9514  6.3767
H  0.5953  -3.8307  6.8722
H  -0.5695  -2.6226  5.0811
H  0.9690  -5.1014  0.3486
H  2.3860  -5.3234  -1.5692
H  2.1847  -4.1313  -3.5950
H  0.7498  -2.2408  -3.9399
O  3.2900  1.5927  -2.1850
S  2.5749  0.6546  -1.3299
O  2.3182  1.1320  0.0156
N  1.2913  -0.0356  -1.9322
C  0.5295  0.4129  -2.9665
C  0.9214  1.4985  -3.7829
C  0.0623  2.1023  -4.6788
C  -1.2492  1.6972  -4.7683
C  -1.6926  0.5987  -4.0174
C  -3.0829  0.2923  -3.9880
C  -3.5398  -0.6953  -3.1325
C  -2.6527  -1.4993  -2.4757
N  -1.2820  -1.3613  -2.6322
C  -0.7761  -0.1534  -3.2257
C  3.7142  -0.7115  -1.1150
C  4.4770  -1.1235  -2.1955
C  5.4496  -2.0945  -2.0193
C  5.6562  -2.6460  -0.7603
C  4.8756  -2.2425  0.3141
C  3.8994  -1.2725  0.1358
H  1.9189  1.8836  -3.6493
H  0.4120  2.9406  -5.2723
H  -1.9640  2.2385  -5.3772
H  -3.7633  0.8833  -4.5879
H  -4.5977  -0.8848  -3.0047
H  -2.9726  -2.3616  -1.9193
H  4.3082  -0.6605  -3.1602
H  6.0581  -2.4148  -2.8570
H  6.4392  -3.3816  -0.6154
H  5.0342  -2.6750  1.2944
H  3.2825  -0.9280  0.9561
C  0.4480  4.8458  -0.3460
C  0.1357  5.7232  0.8573
As  -0.1231  7.6322  0.4350
C  -1.8901  7.5506  -0.4101
C  -2.4162  8.7513  -0.8852
C  -3.6810  8.8027  -1.4488
C  -4.4398  7.6442  -1.5551
C  -3.9226  6.4409  -1.0998
C  -2.6567  6.3956  -0.5310
C  -0.7644  8.0941  2.2352
C  0.0130  8.9168  3.0468
C  -0.3807  9.2196  4.3417
C  -1.5657  8.7035  4.8458
C  -2.3528  7.8875  4.0435
C  -1.9551  7.5861  2.7511
P  0.3108  2.9765  -0.0826
C  -1.4692  2.9726  0.3872
C  -2.0272  3.2863  1.6248
C  -3.4068  3.3160  1.7871
C  -4.2445  3.0439  0.7179
C  -3.7006  2.7274  -0.5207
C  -2.3268  2.6850  -0.6788
C  1.2306  2.8305  1.4924
C  2.4969  3.4106  1.5761
C  3.2839  3.2438  2.7039
C  2.8320  2.4617  3.7576
C  1.5936  1.8447  3.6701
C  0.7985  2.0285  2.5483
H  1.4537  5.0466  -0.7231
H  -0.2360  5.0515  -1.1747
H  0.9436  5.6662  1.5882
H  -0.7745  5.3977  1.3569
H  -1.8232  9.6568  -0.8018
H  -4.0763  9.7455  -1.8074
H  -5.4278  7.6799  -1.9974
H  -4.4999  5.5283  -1.1794
H  -2.2823  5.4397  -0.1822
H  0.9414  9.3173  2.6536
H  0.2362  9.8590  4.9617
H  -1.8738  8.9339  5.8579
H  -3.2799  7.4826  4.4308
H  -2.5781  6.9474  2.1348
H  -1.3931  3.5050  2.4745
H  -3.8254  3.5555  2.7581
H  -5.3194  3.0455  0.8518
H  -4.3488  2.4859  -1.3539
H  -1.8968  2.4186  -1.6399
H  2.8812  3.9811  0.7380
H  4.2596  3.7123  2.7536
H  3.4493  2.3199  4.6362
H  1.2489  1.2030  4.4716
H  -0.1569  1.5248  2.4861
Br  -5.6461  -0.9612  -0.0511
C  -4.8080  -2.6585  0.0989
C  -5.6007  -3.7853  -0.0288
N  -5.0924  -5.0057  0.0752
C  -3.7876  -5.1103  0.3233
C  -2.9122  -4.0347  0.4561
C  -3.4479  -2.7586  0.3163
C  -1.4551  -4.3981  0.7436
O  -1.2887  -5.5898  1.2057
O  -1.2002  -3.2870  -1.4212
H  -6.6648  -3.7027  -0.2211
H  -3.3907  -6.1119  0.4300
H  -2.8223  -1.8755  0.3743

Values from the calculation:
Molar mass (g/mol): 1388.579
E_tot (Eh): -9017.39126
Relative energy (zero: lowest compared OMol25 entry of this formula, charge and spin) (kJ/mol): 364.23
2S+1: 2
E_HOMO (spin up / spin down) (eV): -1.2 / -1.4
Gap between HOMO and LUMO (spin up / spin down) (eV): 4.80 / 4.99
Charge: -2

Results of the Mulliken charge analysis, in e, for atoms 1 through 2: 1.43, -0.47